1.
{
  "formula": "C9H14",
  "method": "wB97M-V/def2-TZVPD",
  "elements": ["C", "C", "C", "C", "C", "C", "C", "H", "H", "H", "H", "H", "H", "H", "H", "C", "C", "H", "H", "H", "H", "H", "H"],
  "xyz": [[0.53695, -0.02781, -3.21264], [-0.11239, -0.54898, -2.00682], [0.55982, -0.74389, -0.81296], [-0.14204, -1.25775, 0.24232], [-1.45064, -1.68722, 0.08307], [-2.18895, -1.31221, -0.98927], [-1.51501, -0.69707, -2.03356], [0.08477, -0.53515, -4.18521], [1.61010, -0.04894, -3.04533], [0.38046, 1.00328, -3.46152], [1.67710, -0.49521, -0.64231], [0.28990, -1.52222, 1.18199], [-2.10636, -2.23286, 0.91333], [-3.24836, -1.63652, -0.86390], [-1.93209, -0.34272, -2.95907], [0.21471, 1.19293, 2.59680], [1.56289, 1.86881, 2.89673], [-0.38270, 1.93904, 2.23981], [0.28994, 0.62720, 1.76107], [0.07643, 0.55310, 3.51501], [1.73340, 2.84604, 2.48449], [2.34911, 1.28376, 2.40154], [1.71296, 1.77438, 3.89643]],
  "homo_energy_ev": -8.9,
  "molar_mass_g_mol": 122.21,
  "gap_ev": 9.88,
  "smiles": "Cc1ccccc1.CC",
  "e_above_lowest_kcal_mol": 48.6,
  "lumo_energy_ev": 1.0
}


2.
{
  "formula": "C9H14",
  "method": "wB97M-V/def2-TZVPD",
  "elements": ["C", "C", "C", "C", "C", "C", "C", "H", "H", "H", "H", "H", "H", "H", "H", "C", "C", "H", "H", "H", "H", "H", "H"],
  "xyz": [[-1.69114, -0.99829, 1.62458], [-1.56000, 0.05198, 0.55347], [-0.43524, 0.30675, -0.22435], [-0.46916, 1.25427, -1.24061], [-1.57925, 2.08605, -1.45068], [-2.74536, 1.76124, -0.75500], [-2.66325, 0.86390, 0.28991], [-2.41353, -0.64242, 2.34730], [-0.79162, -1.08516, 2.25495], [-1.97961, -2.00950, 1.34406], [0.51331, -0.17071, 0.00689], [0.41220, 1.54038, -1.81661], [-1.67405, 2.84543, -2.21148], [-3.64398, 2.30921, -0.99980], [-3.56996, 0.75250, 0.90175], [4.15158, -1.63803, 0.93160], [4.71378, -2.30005, -0.30551], [4.51561, -2.06189, 1.85935], [4.41351, -0.58518, 1.01382], [3.06847, -1.83661, 0.99533], [4.70527, -3.39147, -0.19148], [5.68953, -1.89975, -0.56582], [4.10640, -2.19658, -1.20810]],
  "homo_energy_ev": -9.1,
  "molar_mass_g_mol": 122.21,
  "gap_ev": 9.99,
  "smiles": "Cc1ccccc1.CC",
  "e_above_lowest_kcal_mol": 13.9,
  "lumo_energy_ev": 0.9
}


3.
{
  "formula": "C9H14",
  "method": "wB97M-V/def2-TZVPD",
  "elements": ["C", "C", "C", "C", "C", "C", "C", "H", "H", "H", "H", "H", "H", "H", "H", "C", "C", "H", "H", "H", "H", "H", "H"],
  "xyz": [[-3.24079, 0.59505, -0.28608], [-2.01000, -0.16095, 0.13332], [-1.31576, 0.10449, 1.29970], [-0.14420, -0.59872, 1.57134], [0.21145, -1.68846, 0.75332], [-0.54070, -2.06922, -0.35307], [-1.62008, -1.21592, -0.68914], [-3.15133, 0.95726, -1.31594], [-3.65784, 1.35341, 0.37464], [-4.06349, -0.12895, -0.38730], [-1.65950, 0.92048, 1.91335], [0.43268, -0.58106, 2.49069], [0.91277, -2.41917, 1.14263], [-0.57722, -3.02643, -0.85045], [-2.17293, -1.38635, -1.59957], [3.19162, 0.73374, -1.09997], [2.46360, 1.59709, -0.06475], [3.19009, -0.33442, -0.86785], [2.63752, 0.76645, -2.02587], [4.19092, 1.13052, -1.17103], [1.74766, 2.38003, -0.32023], [3.13412, 2.14737, 0.62225], [2.04142, 0.92378, 0.72999]],
  "homo_energy_ev": -9.0,
  "molar_mass_g_mol": 122.21,
  "gap_ev": 9.98,
  "smiles": "Cc1ccccc1.CC",
  "e_above_lowest_kcal_mol": 22.9,
  "lumo_energy_ev": 1.0
}


4.
{
  "formula": "C9H14",
  "method": "wB97M-V/def2-TZVPD",
  "elements": ["C", "C", "C", "C", "C", "C", "C", "H", "H", "H", "H", "H", "H", "H", "H", "C", "C", "H", "H", "H", "H", "H", "H"],
  "xyz": [[0.26754, 1.75396, 2.34055], [-0.31406, 1.71190, 0.93935], [-1.45918, 2.42257, 0.63336], [-1.72121, 2.74323, -0.69963], [-1.04996, 2.11471, -1.76211], [-0.00453, 1.24555, -1.42388], [0.34851, 1.08317, -0.09991], [-0.45823, 2.10694, 3.06626], [1.16264, 2.37123, 2.31093], [0.55997, 0.73896, 2.62265], [-2.03677, 2.91273, 1.40745], [-2.57978, 3.34667, -0.96972], [-1.33559, 2.47325, -2.73991], [0.37182, 0.54058, -2.15492], [1.16799, 0.38689, 0.05461], [1.49166, -3.88586, -0.19120], [0.26724, -3.10599, -0.70729], [1.93195, -4.45394, -1.01386], [2.31252, -3.20819, 0.05888], [1.27913, -4.48050, 0.68980], [-0.31411, -2.86404, 0.18721], [-0.43491, -3.72391, -1.26818], [0.54737, -2.22993, -1.28043]],
  "homo_energy_ev": -9.0,
  "molar_mass_g_mol": 122.21,
  "gap_ev": 9.98,
  "smiles": "Cc1ccccc1.CC",
  "e_above_lowest_kcal_mol": 14.1,
  "lumo_energy_ev": 1.0
}


5.
{
  "formula": "C9H14",
  "method": "wB97M-V/def2-TZVPD",
  "elements": ["C", "C", "C", "C", "C", "C", "C", "H", "H", "H", "H", "H", "H", "H", "H", "C", "C", "H", "H", "H", "H", "H", "H"],
  "xyz": [[-0.37157, 2.44224, -2.01128], [0.09077, 2.10348, -0.59987], [-0.75331, 2.39474, 0.48873], [-0.47560, 1.69643, 1.68275], [0.71743, 1.00225, 1.90226], [1.59387, 0.91467, 0.77594], [1.33081, 1.52520, -0.49206], [-1.40016, 2.05335, -2.24426], [0.18189, 2.10679, -2.86483], [-0.46809, 3.53959, -2.11240], [-1.72794, 2.91795, 0.42591], [-1.06480, 1.86842, 2.63320], [0.90653, 0.44734, 2.83556], [2.51359, 0.33950, 0.81949], [1.80876, 1.17177, -1.45487], [-0.28411, -3.77093, -0.46624], [-0.38197, -2.70939, 0.61591], [-0.95199, -3.59770, -1.29005], [0.58654, -4.07877, -0.99141], [-0.70491, -4.83773, -0.26556], [0.06157, -3.07689, 1.54076], [-1.45557, -2.56543, 0.79971], [0.24826, -1.88687, 0.27263]],
  "homo_energy_ev": -9.0,
  "molar_mass_g_mol": 122.21,
  "gap_ev": 9.93,
  "smiles": "Cc1ccccc1.CC",
  "e_above_lowest_kcal_mol": 34.6,
  "lumo_energy_ev": 1.0
}


6.
{
  "formula": "C9H14",
  "method": "wB97M-V/def2-TZVPD",
  "elements": ["C", "C", "C", "C", "C", "C", "C", "H", "H", "H", "H", "H", "H", "H", "H", "C", "C", "H", "H", "H", "H", "H", "H"],
  "xyz": [[-2.35195, 1.53391, 2.10817], [-1.77357, 1.08874, 0.82852], [-0.83981, 1.89135, 0.11646], [-0.16024, 1.48336, -1.00548], [-0.36809, 0.17983, -1.48741], [-1.22602, -0.59673, -0.76269], [-1.88021, -0.23893, 0.42219], [-1.56824, 1.48753, 2.88392], [-3.00667, 0.74595, 2.47701], [-2.81984, 2.53038, 2.05428], [-0.53333, 2.79856, 0.61654], [0.46585, 2.25692, -1.46590], [0.20678, -0.20547, -2.32533], [-1.38675, -1.61511, -1.12969], [-2.57846, -0.86681, 0.94263], [2.22741, -2.03549, -0.02529], [2.75978, -1.04965, -1.05432], [1.34639, -2.65640, -0.28237], [2.90122, -2.81323, 0.41524], [1.84776, -1.56950, 0.87166], [3.45631, -1.56006, -1.73809], [2.15172, -0.64525, -1.87454], [3.12993, -0.14391, -0.58551]],
  "homo_energy_ev": -8.9,
  "molar_mass_g_mol": 122.21,
  "gap_ev": 9.94,
  "smiles": "Cc1ccccc1.CC",
  "e_above_lowest_kcal_mol": 23.5,
  "lumo_energy_ev": 1.0
}


7.
{
  "formula": "C9H14",
  "method": "wB97M-V/def2-TZVPD",
  "elements": ["C", "C", "C", "C", "C", "C", "C", "H", "H", "H", "H", "H", "H", "H", "H", "C", "C", "H", "H", "H", "H", "H", "H"],
  "xyz": [[-0.86281, -2.31606, 2.42425], [-0.99743, -1.53204, 1.12228], [-2.15994, -1.67494, 0.34048], [-2.32302, -0.87466, -0.76230], [-1.41029, 0.14070, -1.05818], [-0.30320, 0.34392, -0.24869], [-0.09206, -0.54556, 0.80295], [-0.11537, -1.90074, 3.09485], [-0.57344, -3.33246, 2.15974], [-1.81308, -2.39167, 2.94605], [-2.74563, -2.56470, 0.54362], [-3.19962, -0.97059, -1.38606], [-1.72402, 0.83414, -1.82134], [0.39911, 1.15584, -0.35412], [0.85929, -0.48218, 1.32181], [2.92239, 2.47934, -0.54081], [3.52126, 2.89536, -1.86931], [3.46658, 2.72110, 0.37443], [1.97418, 3.02145, -0.41853], [2.63674, 1.43606, -0.39612], [2.78819, 2.91064, -2.67438], [4.44518, 2.37959, -2.09663], [3.69781, 3.97797, -1.80514]],
  "homo_energy_ev": -9.0,
  "molar_mass_g_mol": 122.21,
  "gap_ev": 9.99,
  "smiles": "Cc1ccccc1.CC",
  "e_above_lowest_kcal_mol": 12.4,
  "lumo_energy_ev": 1.0
}


8.
{
  "formula": "C9H14",
  "method": "wB97M-V/def2-TZVPD",
  "elements": ["C", "C", "C", "C", "C", "C", "C", "H", "H", "H", "H", "H", "H", "H", "H", "C", "C", "H", "H", "H", "H", "H", "H"],
  "xyz": [[-1.29680, -1.82156, -1.64558], [-0.62834, -0.47738, -1.64761], [0.63007, -0.33983, -1.05885], [1.09492, 0.92817, -0.73344], [0.35343, 2.07685, -0.97200], [-0.83322, 1.91963, -1.67059], [-1.29915, 0.67005, -2.06461], [-1.65826, -2.23346, -2.59030], [-2.10296, -1.86422, -0.90973], [-0.58070, -2.58252, -1.30980], [1.16237, -1.18559, -0.64291], [2.11642, 0.95407, -0.37999], [0.65642, 3.04832, -0.60732], [-1.38049, 2.81108, -1.96100], [-2.30089, 0.54702, -2.45803], [0.57385, -1.05175, 2.53855], [0.89244, 0.44695, 2.57485], [0.08921, -1.30413, 1.59180], [1.48057, -1.65275, 2.59473], [-0.07262, -1.31245, 3.37515], [0.04770, 1.08212, 2.82946], [1.46878, 0.80220, 1.73227], [1.58727, 0.53918, 3.41494]],
  "homo_energy_ev": -9.1,
  "molar_mass_g_mol": 122.21,
  "gap_ev": 10.11,
  "smiles": "Cc1ccccc1.CC",
  "e_above_lowest_kcal_mol": 11.8,
  "lumo_energy_ev": 1.1
}